17
Properties=species:S:1:pos:R:3:forces:R:3 method="wB97M-V/def2-TZVPD" energy_ev=-9334.619 de_lowest_kcal_mol=100.7 gap_ev=7.8 charge=0 e_lumo_ha=0.0281
C -1.045 0.526 0.758 0.52 0.61 2.46
C 0.109 0.665 1.470 -2.70 0.47 0.09
C 0.355 -0.600 -2.215 -0.77 0.23 0.26
C 1.757 -0.105 0.362 1.87 -0.95 -0.71
N -1.881 -0.574 0.893 -0.16 -0.02 -0.47
O -1.584 1.597 0.122 0.03 -0.22 -0.68
N 2.751 -0.072 1.000 -0.05 0.20 -0.36
H -2.400 1.337 -0.326 0.15 0.09 0.07
H -0.079 0.177 -1.564 0.40 -0.27 -0.38
H -1.438 -1.362 1.338 0.04 -0.07 -0.05
H -2.365 -0.846 0.048 0.06 -0.16 -0.06
H 3.508 0.237 1.561 0.08 0.00 0.31
H 0.523 1.645 1.568 0.22 0.32 -0.08
H 0.328 -0.047 2.247 0.13 -0.21 -0.19
H 0.437 -1.511 -1.632 0.05 -0.09 -0.01
H 1.330 -0.310 -2.571 0.25 0.16 0.02
H -0.307 -0.755 -3.060 -0.11 -0.10 -0.23



17
Properties=species:S:1:pos:R:3:forces:R:3 method="wB97M-V/def2-TZVPD" energy_ev=-9332.746 de_lowest_kcal_mol=143.9 gap_ev=8.0 charge=0 e_lumo_ha=0.0311
C 0.844 -0.110 -0.435 1.62 -0.02 -0.60
C -1.487 -0.067 1.152 -0.97 0.76 -2.55
C -0.550 0.213 -0.486 -1.75 -0.18 2.82
N 1.247 -1.325 -0.939 -0.27 0.54 0.83
N 1.762 0.911 -0.500 -0.38 -0.47 0.24
C -1.236 0.742 -1.477 0.20 -0.17 -0.03
O 0.557 -0.437 1.590 0.71 -0.65 0.04
H 0.618 -0.308 2.548 0.75 0.13 -0.24
H 2.702 0.657 -0.223 -0.05 0.01 -0.06
H 2.153 -1.641 -0.621 0.01 0.07 -0.06
H 0.553 -2.048 -0.827 -0.06 0.05 0.03
H 1.448 1.744 -0.025 -0.02 -0.07 0.00
H -2.053 0.842 0.927 -0.57 -0.25 0.08
H -2.040 -0.957 0.877 -0.26 0.01 -0.34
H -1.432 -0.124 2.237 0.97 0.22 -0.18
H -0.789 0.970 -2.439 -0.01 -0.01 -0.03
H -2.299 0.938 -1.356 0.10 0.04 0.04



17
Properties=species:S:1:pos:R:3:forces:R:3 method="wB97M-V/def2-TZVPD" energy_ev=-9334.162 de_lowest_kcal_mol=111.3 gap_ev=8.2 charge=0 e_lumo_ha=0.0193
C -2.369 -0.776 -0.007 0.12 -0.08 0.05
N -1.160 -0.072 0.437 1.04 -0.19 -0.28
C -0.378 0.831 -0.662 0.58 -0.60 0.36
O -0.350 2.026 -0.489 0.00 -0.02 0.14
H -1.324 0.541 1.233 0.06 -0.02 -0.04
H -0.493 0.322 -1.631 -0.05 -0.12 0.04
H -3.110 -0.066 -0.381 0.09 0.00 0.05
H -2.797 -1.348 0.817 0.01 0.04 -0.05
H -2.105 -1.468 -0.805 -0.01 0.04 0.03
C 2.279 0.653 0.718 0.06 0.18 0.06
C 1.370 -0.159 -0.158 -0.04 0.58 -0.60
N 1.861 -1.053 -0.922 -0.14 -0.03 0.23
H 1.135 -1.514 -1.482 0.00 0.12 -0.01
H -0.072 -0.524 0.472 -1.62 0.34 0.09
H 1.949 1.694 0.754 -0.09 -0.04 -0.06
H 2.254 0.281 1.747 0.03 -0.06 -0.05
H 3.310 0.633 0.358 -0.04 -0.13 0.04



17
Properties=species:S:1:pos:R:3:forces:R:3 method="wB97M-V/def2-TZVPD" energy_ev=-9335.330 de_lowest_kcal_mol=84.3 smiles="CNC(C)=O.C=N" gap_ev=9.2 charge=0 e_lumo_ha=0.0238
C 1.028 -1.275 1.149 -0.05 0.01 -0.19
N 0.469 -0.106 0.497 -2.34 0.59 0.26
C 0.558 -0.023 -1.964 -1.79 0.78 -1.82
N -0.062 -1.103 -2.273 -0.84 1.57 2.12
H 1.089 0.690 0.409 -0.34 -0.13 0.05
H 0.047 -1.845 -1.576 1.29 -0.76 -1.38
H 1.635 0.177 -1.901 0.13 -0.52 1.00
H 1.438 -0.991 2.120 0.15 -0.20 0.02
H 1.799 -1.704 0.507 0.12 -0.03 0.17
H 0.262 -2.034 1.317 -0.05 0.27 -0.10
C -1.310 1.648 0.489 -0.16 -0.20 -1.12
C -0.950 0.190 0.635 2.22 -0.38 3.51
O -1.679 -0.580 1.248 0.51 0.31 -1.72
H -0.061 0.975 -1.991 1.18 -1.35 -0.76
H -2.145 1.696 -0.214 0.01 0.28 0.06
H -1.642 2.049 1.450 0.12 -0.28 -0.13
H -0.475 2.235 0.099 -0.17 0.04 0.03



17
Properties=species:S:1:pos:R:3:forces:R:3 method="wB97M-V/def2-TZVPD" energy_ev=-9334.190 de_lowest_kcal_mol=110.6 smiles="C/C(O)=C(/C)NN" gap_ev=8.0 charge=0 e_lumo_ha=0.0291
C -1.011 0.231 -0.486 -0.19 -1.02 0.89
C -1.527 1.383 0.350 0.08 0.32 -0.57
C 0.449 -1.774 0.386 0.08 -0.11 -0.07
C 0.204 -0.410 -0.162 -0.72 0.03 -0.60
N 2.399 0.400 0.095 -0.23 0.37 0.04
O -2.106 -0.576 -0.858 0.05 0.03 0.18
N 1.189 0.388 -0.632 -0.87 0.74 -0.33
H -1.814 -1.187 -1.542 -0.01 0.10 0.02
H 0.334 1.165 -1.019 1.98 -0.41 0.48
H 2.304 0.815 1.020 -0.02 0.06 -0.13
H 3.092 0.910 -0.437 -0.05 -0.05 0.05
H -0.726 1.916 0.865 0.04 -0.07 -0.04
H -2.236 1.014 1.099 0.06 -0.09 -0.03
H -2.053 2.098 -0.283 -0.12 0.08 0.14
H -0.281 -2.475 -0.022 0.01 0.01 0.06
H 1.456 -2.120 0.153 -0.04 0.00 -0.02
H 0.327 -1.779 1.473 -0.02 0.00 -0.07



17
Properties=species:S:1:pos:R:3:forces:R:3 method="wB97M-V/def2-TZVPD" energy_ev=-9328.921 multiplicity=2 de_lowest_kcal_mol=23.2 s_squared=0.755 gap_ev="8.6 / 4.7" charge=+1 e_lumo_ha="-0.1477 / -0.2908"
N 0.066 -3.216 0.128 0.33 -0.39 0.39
C 0.068 -2.834 1.443 0.17 0.38 0.17
N 0.290 -1.634 1.822 -0.76 0.12 -0.46
H 0.616 -2.652 -0.500 -0.06 0.08 -0.01
H 0.173 -4.208 -0.016 -0.01 0.03 -0.17
H -0.127 -3.626 2.169 -0.31 -0.09 -0.28
H 0.007 -1.556 2.794 0.55 0.09 0.14
C -0.499 3.418 -1.036 -0.36 1.20 -0.58
C -0.479 2.067 -0.731 0.33 -2.07 0.93
O -1.558 1.518 -0.256 -0.01 0.73 -0.17
C 0.738 1.221 -0.850 0.10 0.28 0.02
H 0.425 3.895 -1.335 -0.05 -0.02 0.03
H -1.412 4.009 -1.037 0.08 -0.21 0.16
H -1.427 0.610 0.078 0.14 -0.09 -0.12
H 1.610 1.835 -1.053 0.05 -0.05 -0.01
H 0.900 0.632 0.063 -0.12 0.01 -0.07
H 0.609 0.521 -1.682 -0.07 0.01 0.02